26
Properties=species:S:1:pos:R:3:forces:R:3 method="wB97M-V/def2-TZVPD" e_homo_ha=-0.3418 homo_lumo_gap_ev=7.1 charge=0 lumo_ev=-2.23
O 2.35301 0.83759 -0.11853 -0.132 0.340 -0.620
C 1.62447 1.75444 -0.32855 1.000 -1.236 0.736
Cl 1.52388 2.44222 -1.96702 -0.415 0.174 0.740
C 0.78555 2.25298 0.84438 -0.583 0.359 -0.252
C -0.66094 1.83242 0.69355 -0.431 1.244 -0.074
C -1.66034 2.80131 0.61469 -0.352 -0.086 -0.033
C -2.99699 2.41415 0.50594 0.324 0.264 0.041
C -3.29199 1.07913 0.47119 -1.183 0.311 -0.057
N -2.32625 0.16392 0.55826 -0.291 0.005 -0.065
C -1.05133 0.51134 0.65823 1.705 -0.668 0.211
H 0.84185 3.34146 0.96344 -0.035 -0.231 -0.172
H 1.18366 1.78483 1.75160 0.192 0.058 -0.367
H -1.43254 3.86516 0.64239 0.146 -0.242 0.004
H -3.79677 3.14600 0.46334 0.138 -0.157 -0.059
H -4.32477 0.75418 0.37417 0.331 -0.251 0.064
H -2.58222 -0.81968 0.55277 0.396 -0.124 -0.121
H -0.30504 -0.29390 0.70975 -0.526 -0.021 -0.018
B 2.28074 -3.52352 -1.82640 1.038 -0.635 -1.275
O 0.87458 -3.03593 -1.62512 -0.161 0.250 0.769
C 0.74785 -2.65866 -0.38461 -0.719 -0.111 -0.921
O -0.27048 -2.20445 0.10776 -0.057 0.224 0.150
C 2.06787 -2.86904 0.33886 1.284 -0.127 0.773
O 2.27415 -2.61152 1.49687 -0.396 0.160 -0.001
O 2.94780 -3.36224 -0.50071 -0.826 0.216 0.010
F 2.91842 -2.74320 -2.78656 -0.275 -0.028 0.314
F 2.27582 -4.85898 -2.20969 -0.172 0.310 0.222

***

19
Properties=species:S:1:pos:R:3:forces:R:3 method="wB97M-V/def2-TZVPD" e_homo_ha=-0.3311 homo_lumo_gap_ev=7.9 charge=0 lumo_ev=-1.12
B -1.42693 -0.14081 0.86646 2.021 1.017 -1.932
C -0.48844 2.48784 0.00473 0.059 0.625 0.230
C 0.81421 0.00619 -2.19234 0.192 0.092 -0.318
C -1.47013 -1.42411 0.08512 -0.342 -0.421 -0.099
C -0.46740 0.11859 1.99073 0.009 0.084 0.557
C -0.19615 -1.72416 -0.23361 -0.283 0.043 0.215
C 0.74569 -0.26432 1.54617 -0.346 0.089 0.110
C -0.54949 1.25487 -0.66143 -1.486 -1.898 1.178
C 0.73231 0.50505 -0.84378 0.157 0.295 0.492
C 0.88458 -0.76936 0.14996 0.183 -0.178 0.028
N -0.43726 3.48206 0.57979 0.038 0.322 0.190
N 0.84194 -0.38293 -3.26753 0.052 -0.256 -0.488
H -2.28424 -2.06590 -0.20427 -0.135 -0.032 -0.096
H -0.61321 0.53132 2.97472 0.046 0.113 0.074
H 0.07460 -2.60478 -0.80045 -0.104 -0.003 -0.106
H 1.63535 -0.16677 2.15068 0.070 0.089 0.089
H -1.26774 1.20841 -1.47038 0.147 0.050 -0.073
H 1.59981 1.14327 -0.64075 -0.187 -0.088 -0.090
H 1.87251 -1.19445 -0.03383 -0.090 0.054 0.037

***

20
Properties=species:S:1:pos:R:3:forces:R:3 method="wB97M-V/def2-TZVPD" e_homo_ha=-0.2866 homo_lumo_gap_ev=6.6 charge=0 lumo_ev=-1.23
C -2.40551 -0.92803 0.07187 1.499 -2.223 0.185
C 0.15808 1.54604 1.01985 -0.651 -0.682 0.039
C 1.40163 1.92994 0.68098 0.635 0.153 0.055
C -2.62057 0.32794 -0.54368 1.499 2.137 -0.311
C 1.12801 -1.86045 0.70561 -0.030 -1.217 2.053
C 1.76417 -1.46775 -0.50908 1.252 0.089 -2.279
C -1.08406 -1.18303 0.39819 -1.824 5.155 -2.060
C 0.81040 0.64631 -1.10823 -2.054 1.201 0.269
C -0.41107 0.72516 -0.12298 -0.521 -0.915 2.123
N -0.13634 -1.82738 0.88750 0.470 -0.946 1.727
N 1.44748 -0.55213 -1.37972 1.971 -2.491 0.176
N -1.64550 1.19375 -0.57430 -0.434 -0.316 -0.296
O 1.84431 1.46183 -0.52149 -0.439 0.399 0.439
H -3.19719 -1.65707 0.10744 -0.036 -0.263 -0.056
H -0.45255 1.69938 1.94391 0.961 0.208 -1.048
H 2.19638 2.57658 1.12744 -1.145 -0.718 0.025
H -3.52525 0.70611 -1.00392 -0.412 -0.533 0.324
H 1.65219 -2.38818 1.55573 0.006 0.614 -1.378
H 2.64628 -2.18622 -0.76012 -1.429 1.307 -0.008
H 0.42911 1.23720 -1.97500 0.684 -0.959 0.021

***

27
Properties=species:S:1:pos:R:3:forces:R:3 method="wB97M-V/def2-TZVPD" e_homo_ha=-0.5043 homo_lumo_gap_ev=1.8 charge=+2 lumo_ev=-11.88
O 1.82245 -1.13690 0.19444 -0.996 0.044 -0.457
C 1.15278 -0.23061 -0.23143 0.834 1.735 0.299
C -0.07366 -0.36172 -1.20668 -0.265 -0.273 0.559
B -0.72888 -1.81733 -1.28374 1.295 0.528 -1.112
O -0.19741 -3.01873 -0.73696 -3.535 -0.128 0.151
B -1.18437 -3.98760 -0.50363 2.787 0.033 -1.138
O -2.60780 -3.67299 -0.35811 0.161 1.621 0.866
B -2.86531 -2.34244 -0.88125 1.024 0.127 -3.963
N -3.90745 -1.43756 -0.30129 1.501 -0.262 0.860
C -3.47948 -1.16664 0.78720 -1.075 -0.828 0.840
S -3.02935 -1.30827 2.37051 -0.123 -0.491 -1.131
O -2.02460 -1.94545 -1.93332 -0.952 -0.324 3.619
C 1.55966 1.24681 0.18042 -0.108 1.037 -0.209
C 1.06526 1.82375 1.46340 1.727 1.165 -2.365
C 1.43341 3.20620 1.77744 0.640 -1.068 -2.120
C 2.26962 3.97820 0.81309 -0.431 -2.300 -0.569
C 2.75996 3.36228 -0.46090 -1.310 -1.099 1.551
C 2.40320 1.98411 -0.78852 -0.920 1.264 2.352
H 0.16252 0.05850 -2.23454 -0.175 -0.477 1.116
H -0.88020 0.33215 -0.79855 0.838 -0.555 -0.574
H -0.83989 -5.12140 -0.42591 -0.421 0.059 0.400
H 0.42477 1.16906 2.09759 0.678 0.855 -0.348
H 1.06277 3.65890 2.72647 0.496 -0.295 -1.012
H 2.55277 5.03360 1.03771 -0.329 -1.108 -0.165
H 3.40060 3.93978 -1.17862 -0.787 -0.540 0.973
H 2.74649 1.51282 -1.74475 -0.368 0.472 1.120
Zn -2.99788 -3.75850 1.61993 -0.184 0.809 0.456

***

28
Properties=species:S:1:pos:R:3:forces:R:3 method="wB97M-V/def2-TZVPD" e_homo_ha="-0.4423 / -0.4430" homo_lumo_gap_ev="5.2 / 5.6" charge=+1 spin_multiplicity=2 lumo_ev="-6.81 / -6.43"
Mn 0.21035 0.27408 0.36186 -0.085 0.040 0.116
B -1.04707 -2.15412 -1.86553 0.023 0.008 0.105
N -0.62685 -0.66672 -2.27288 0.011 -0.038 0.336
C -0.69890 -0.21899 -3.50714 -0.099 -0.126 -0.345
C -0.26135 1.11640 -3.57664 -0.075 -0.108 -0.231
C 0.07385 1.42701 -2.29742 -0.024 -0.196 0.264
N -0.14248 0.33972 -1.48749 0.139 0.438 0.199
N -0.83792 -2.39535 -0.30364 0.160 0.444 -0.158
C -1.09766 -3.51753 0.33157 -0.137 -0.362 -0.046
C -0.80611 -3.38535 1.70115 -0.101 -0.266 -0.105
C -0.35885 -2.10802 1.82990 0.035 0.348 -0.370
N -0.37060 -1.49238 0.59779 -0.068 -0.166 0.473
H -2.22051 -2.29077 -2.11136 0.201 0.053 0.057
H -0.33100 -2.92092 -2.46152 -0.100 0.155 0.108
H -1.05855 -0.87529 -4.28710 0.039 0.091 0.024
H -0.20703 1.74430 -4.45043 -0.012 -0.070 0.056
H 0.45616 2.33942 -1.87382 0.002 0.017 0.021
H -1.48290 -4.36391 -0.21988 0.032 0.052 0.089
H -0.91834 -4.13123 2.47054 0.006 0.049 -0.078
H -0.02816 -1.56790 2.70130 0.014 0.023 0.033
O 2.41784 5.14405 4.44512 0.006 0.052 -0.200
C 2.03115 4.34030 3.66769 -0.049 -0.137 0.397
S 3.12500 3.17774 2.82408 -0.004 0.040 -0.082
C 1.85445 2.37224 1.98711 0.515 -0.185 -0.065
C 0.58281 2.77196 2.20009 -0.603 0.126 0.110
S -0.65783 1.91351 1.38859 -0.131 -0.265 -0.370
S 0.29034 4.07714 3.29654 0.059 0.078 -0.050
S 2.11016 1.05061 0.91149 0.245 -0.093 -0.287

***

24
Properties=species:S:1:pos:R:3:forces:R:3 method="wB97M-V/def2-TZVPD" e_homo_ha=-0.7538 homo_lumo_gap_ev=5.9 charge=+3 lumo_ev=-14.62
O 0.00011 -0.00106 -3.98845 0.000 0.002 3.911
C 0.00010 -0.00070 -2.84999 0.002 -0.002 -9.309
Bi -0.00034 -0.00104 -0.65985 -0.008 0.004 6.139
O -1.81160 -3.05850 0.16902 2.378 4.069 -0.925
C -1.24279 -2.09024 -0.07385 -3.051 -5.180 1.084
C 1.24199 2.08873 -0.07238 3.073 5.224 1.075
O 1.81068 3.05852 0.16690 -2.400 -4.115 -0.918
C -2.09292 1.24315 -0.05730 -4.374 2.590 0.786
O -3.05624 1.81306 0.16211 3.303 -1.958 -0.642
C 2.09253 -1.24271 -0.05771 4.570 -2.701 0.838
O 3.05783 -1.81249 0.16378 -3.493 2.066 -0.693
C 0.12190 0.77411 4.40723 0.396 -0.064 -0.058
C -0.09645 -0.76152 4.41555 -0.402 0.067 -0.060
C 0.41472 -1.13567 3.02602 0.645 -0.541 0.313
O -0.00264 -0.00298 2.18796 -0.002 0.004 -1.905
C -0.41072 1.13610 3.02242 -0.635 0.519 0.324
H -0.37251 1.31535 5.23546 0.182 -0.342 -0.530
H 1.20901 0.98450 4.43336 -0.514 0.010 0.161
H -1.18291 -0.97163 4.45935 0.514 -0.008 0.158
H 0.41074 -1.29572 5.24058 -0.191 0.337 -0.529
H 1.51799 -1.23236 2.99470 -0.388 0.388 0.108
H 0.04058 -2.07676 2.58452 -0.331 0.449 0.285
H -1.51469 1.22883 3.00566 0.397 -0.378 0.107
H -0.04468 2.07413 2.56801 0.332 -0.440 0.281

***

21
Properties=species:S:1:pos:R:3:forces:R:3 method="wB97M-V/def2-TZVPD" e_homo_ha=-0.3176 homo_lumo_gap_ev=8.6 charge=0 smiles="C=Cc1ccccc1/C(Br)=[N+](/[O-])O" lumo_ev=-0.08
C 2.24794 -0.47632 1.38906 0.581 -1.811 2.114
C 1.31688 -1.26333 2.04354 -2.880 -0.154 0.880
C 1.91518 0.40325 0.45899 -5.136 -0.013 -2.397
C -0.07405 -1.11591 1.71167 2.049 -0.300 1.122
C 0.56111 0.49499 -0.05966 0.356 -1.657 2.766
C -0.42865 -0.31061 0.65517 -0.226 1.120 -2.242
C 0.13163 1.39576 -1.10289 4.796 1.466 -0.870
C 0.94009 2.23399 -1.82631 -1.413 0.635 0.841
C -1.86462 -0.28235 0.16313 -0.170 -0.622 -1.061
N -2.35399 -0.92759 -0.91624 0.984 2.388 3.132
O -3.48951 -0.75568 -1.37087 -0.266 -0.544 -0.482
O -1.57266 -1.85830 -1.58029 -0.917 0.206 0.071
Br -3.13454 0.88565 1.00403 0.770 -0.558 -0.409
H 3.29167 -0.49959 1.58690 0.723 -0.503 0.594
H 1.42792 -1.93969 2.91413 0.858 0.570 -0.787
H 2.66247 0.80570 -0.08335 2.309 1.936 -1.547
H -0.79540 -1.58503 2.40051 0.180 0.072 -0.882
H -0.85538 1.53833 -1.21159 -3.519 0.067 -0.668
H -2.35397 -2.17952 -2.08594 0.813 -0.510 -0.447
H 2.00952 2.43516 -1.61154 -0.746 -0.625 -0.407
H 0.41834 3.00109 -2.47847 0.854 -1.165 0.679

***

20
Properties=species:S:1:pos:R:3:forces:R:3 method="wB97M-V/def2-TZVPD" e_homo_ha="-0.2861 / -0.2861" homo_lumo_gap_ev="6.9 / 6.9" charge=0 lumo_ev="-0.87 / -0.87"
C 2.19449 2.02240 -0.63577 -2.932 -2.923 1.717
C 1.51814 1.73839 0.57913 0.995 -2.359 -1.869
C 2.12243 1.19128 -1.70986 -0.006 -0.795 0.499
C 0.98819 0.45972 0.73183 -0.419 1.031 -2.668
C 1.41675 -0.01913 -1.63319 0.959 3.537 1.897
C 0.79042 -0.34791 -0.45797 1.494 2.332 1.465
C -2.34750 -1.05408 2.02452 0.692 -2.962 -1.324
C -2.02702 -1.85708 0.98862 -1.421 1.957 -0.495
C -1.92075 -1.17373 -0.29841 2.708 0.879 -1.267
O 0.10179 -1.41304 -0.37568 -3.732 -2.942 0.188
F -2.03907 0.14704 -0.32197 0.131 -0.513 0.501
Cl -2.48358 -1.74694 -1.84701 0.418 -0.338 1.162
H 2.60709 2.92000 -0.65023 2.143 3.843 -0.592
H 1.62789 2.49596 1.27869 -0.223 0.873 1.806
H 2.66148 1.52185 -2.55598 0.280 -0.122 -1.187
H 0.46545 0.05547 1.53872 -0.502 -0.168 1.694
H 1.28371 -0.56488 -2.45524 -0.487 -2.384 -3.095
H -2.54766 -1.41908 2.97650 -0.143 -0.915 1.521
H -2.41061 -0.03762 1.94631 -0.122 2.446 -0.582
H -2.00166 -2.91862 0.87698 0.168 -0.477 0.629

***

22
Properties=species:S:1:pos:R:3:forces:R:3 method="wB97M-V/def2-TZVPD" e_homo_ha="-0.3076 / -0.3103" homo_lumo_gap_ev="7.7 / 8.1" charge=0 lumo_ev="-0.70 / -0.38"
C -0.13152 3.18432 -0.54551 -0.194 2.770 -0.825
C 0.99707 2.84916 0.17455 1.788 -0.453 -1.142
C -0.94038 2.20337 -1.03056 -2.465 -0.989 0.326
C 1.33747 1.46656 0.29513 0.576 2.156 1.523
C 0.36245 0.58449 -0.07374 -0.264 -0.800 -0.562
C 2.70314 1.20644 0.90068 0.286 -0.789 1.253
C -1.53406 -3.35995 0.35303 0.250 0.993 -1.689
C -1.96562 -1.92817 0.60496 1.169 -0.681 0.483
C -0.66763 -2.15052 -0.25762 -2.362 -1.197 1.953
N -0.71819 0.91690 -0.68207 -0.035 -0.112 -0.438
N 0.57730 -1.86409 0.23178 0.012 1.333 1.912
O 3.03544 1.01722 2.04000 -0.960 0.391 -1.897
Cl 3.93315 1.27703 -0.38469 0.070 0.016 0.017
I 2.16890 -2.60100 -0.71587 0.246 -0.099 -0.553
H -0.36475 4.26814 -0.86992 0.523 -1.857 0.893
H 1.77889 3.63965 0.32083 -0.875 -0.893 0.422
H -1.94047 2.44585 -1.53104 1.756 -0.497 0.448
H -0.99038 -4.01548 1.02517 -0.296 0.570 0.501
H -2.17595 -3.89845 -0.32743 0.343 -0.207 -0.423
H -2.84228 -1.47734 0.03681 1.246 -0.840 1.138
H -1.81766 -1.78566 1.69958 -0.208 1.025 -1.097
H -0.80492 -1.97848 -1.26407 -0.607 0.162 -2.243